Record 1
Computed, not measured: a 10-piece molecular cluster, C34H41BrCl2N9O5P overall at a distorted geometry, with ωB97M-V/def2-TZVPD.

Results
Energy   -6024.93418 Eh
E_LUMO   -0.62 eV
SMILES   CCc1ccc(CP(=O)(O)O)c2c1C(=O)C(Br)=C(/C(Cl)=C(/C)Cl)C2=O.CC#N.CC#N.CC#N.CC#N.CC#N.CC#N.CC#N.CC#N.CC#N
E_HOMO   -8.794 eV
Kohn-Sham gap   0.300 hartree

```
93
Properties=species:S:1:pos:R:3:mulliken_charge:R:1
C -2.025 0.172 -0.283 -1.2600
C -1.005 1.248 0.197 -0.0913
C 0.069 0.514 1.011 0.3856
C 0.862 -0.423 0.319 -1.1150
C 1.832 -1.086 0.992 -0.2747
C 2.105 -0.898 2.329 0.2265
C 3.248 -1.681 2.954 -1.3051
P 2.770 -3.460 3.041 0.9808
O 1.301 -3.552 3.035 -0.6450
O 3.307 -4.137 1.679 -0.5741
O 3.414 -4.169 4.311 -0.5286
C 1.338 0.001 3.016 1.3858
C 0.315 0.719 2.359 0.3493
C -0.447 1.708 3.235 -0.0417
O -1.631 1.934 3.138 -0.5908
C 0.422 2.371 4.331 0.5240
Br 0.011 4.202 4.761 -0.1973
C 1.391 1.694 4.922 0.4766
C 2.301 2.271 5.956 -1.0839
Cl 1.619 2.980 7.407 -0.1920
C 3.615 2.260 5.766 0.5795
C 4.632 2.830 6.720 -1.2685
Cl 4.305 1.589 4.305 -0.1487
C 1.582 0.255 4.480 -0.6880
O 1.874 -0.613 5.274 -0.5882
H -1.656 -0.227 -1.235 0.0001
H -1.976 -0.668 0.419 0.3475
H -3.046 0.548 -0.383 0.5423
H -0.489 1.636 -0.673 0.2062
H -1.450 2.071 0.750 0.2240
H 0.649 -0.578 -0.731 0.8475
H 2.432 -1.778 0.414 0.7832
H 3.468 -1.254 3.932 0.4868
H 4.117 -1.583 2.293 0.5270
H 2.676 -3.876 0.981 0.2838
H 2.758 -4.787 4.663 0.3621
H 5.396 2.055 6.868 0.3346
H 4.200 3.044 7.694 0.3886
H 5.150 3.683 6.273 0.2956
C -0.093 -5.946 -0.199 -1.0187
C 0.594 -4.668 -0.251 0.6297
N 1.135 -3.657 -0.284 -0.4807
H 0.607 -6.776 -0.277 0.2383
H -0.638 -6.064 0.737 0.2911
H -0.811 -6.043 -1.012 0.3327
C -3.598 -0.444 -4.100 -0.9453
C -2.488 -1.130 -3.461 0.5205
N -1.609 -1.667 -2.954 -0.4893
H -4.042 -1.052 -4.888 0.3543
H -4.388 -0.214 -3.385 0.1839
H -3.282 0.495 -4.553 0.3594
C -4.900 -3.145 -1.418 -0.7676
C -5.856 -2.187 -1.954 0.4808
N -6.599 -1.426 -2.383 -0.4270
H -4.448 -3.736 -2.214 0.2744
H -4.095 -2.640 -0.883 0.1371
H -5.380 -3.834 -0.724 0.3325
C 1.278 -9.029 -3.229 -0.7816
C 0.296 -9.325 -2.195 0.3536
N -0.477 -9.553 -1.379 -0.3799
H 2.054 -8.362 -2.856 0.2656
H 1.763 -9.937 -3.582 0.2944
H 0.811 -8.547 -4.088 0.2686
C 2.692 0.851 -3.359 -1.0862
C 2.055 1.437 -2.189 0.5308
N 1.548 1.895 -1.267 -0.4267
H 2.205 1.173 -4.278 0.2984
H 3.739 1.136 -3.426 0.3219
H 2.649 -0.238 -3.330 0.3126
C -0.542 7.500 3.691 -0.3694
C -0.435 8.555 2.694 0.2260
N -0.349 9.385 1.907 -0.3775
H -0.306 6.526 3.265 -0.1561
H 0.141 7.669 4.523 0.3628
H -1.550 7.442 4.103 0.3268
C -8.103 0.177 -5.375 -0.8032
C -7.018 -0.635 -5.902 0.4198
N -6.164 -1.283 -6.309 -0.4481
H -7.904 0.472 -4.345 0.2709
H -8.238 1.084 -5.963 0.3037
H -9.044 -0.371 -5.387 0.2657
C -0.730 5.195 0.739 -0.3351
C -1.619 4.575 -0.214 0.3781
N -2.287 4.014 -0.956 -0.4828
H -1.027 6.219 0.963 0.3207
H -0.724 4.633 1.668 -0.1663
H 0.296 5.227 0.374 0.3098
C 4.161 4.006 -6.174 -0.7959
C 4.404 2.588 -5.956 0.4215
N 4.596 1.470 -5.783 -0.4137
H 3.691 4.180 -7.141 0.2732
H 3.504 4.415 -5.408 0.2654
H 5.091 4.572 -6.151 0.2812
```


Record 2
Computed, not measured: C24H25AuN3OS as an isolated structure at a distorted geometry, with ωB97M-V/def2-TZVPD.

Results
Energy   -1702.55554 Eh
E_LUMO (spin up / spin down)   -4.56 / -4.18 eV
E_HOMO (spin up / spin down)   -9.051 / -9.415 eV
Charge   +1
Kohn-Sham gap (spin up / spin down)   0.165 / 0.192 hartree

```
55
Properties=species:S:1:pos:R:3:mulliken_charge:R:1
Au 1.209 3.497 0.452 -0.0020
C -1.070 1.758 -4.234 -1.0005
C 0.164 0.892 -3.961 -1.2394
N 0.168 0.290 -2.628 0.6202
C -0.190 -1.124 -2.601 -0.4759
C -1.543 -1.417 -3.269 -1.3607
C 0.500 1.045 -1.592 -0.1224
S 0.881 2.685 -1.901 -0.3064
N 0.550 -0.697 0.372 0.3534
C 0.925 -0.498 1.721 0.5361
O 1.553 0.728 1.905 -0.5564
C 0.826 -1.418 2.755 -0.1438
C 1.462 -1.150 3.995 -0.5165
C 1.415 -2.073 5.008 -0.7330
C 0.735 -3.276 4.839 -0.4329
C 0.057 -3.524 3.648 -0.8433
C 0.097 -2.624 2.612 -0.2426
H -0.832 2.490 -5.000 0.3628
H -1.380 2.296 -3.344 0.2575
H -1.908 1.157 -4.576 0.3674
H 1.066 1.501 -4.062 0.7649
H 0.211 0.091 -4.696 0.4873
H -0.199 -1.472 -1.572 0.1017
H 0.600 -1.672 -3.128 0.5375
H -2.007 -2.281 -2.797 0.4014
H -1.423 -1.649 -4.323 0.3965
H -2.225 -0.579 -3.169 0.3138
H 1.999 -0.220 4.111 0.4872
H 1.907 -1.862 5.944 0.4318
H 0.733 -4.013 5.627 0.4282
H -0.514 -4.434 3.542 0.4217
H -0.433 -2.816 1.692 0.4528
N -0.390 2.800 2.079 -0.5023
C -1.333 2.090 1.277 1.6679
C -2.680 2.415 1.444 -0.8369
C -3.681 1.796 0.723 -0.8992
C -3.337 0.800 -0.172 -0.8127
C -2.007 0.486 -0.356 -0.9302
C -0.975 1.136 0.315 -0.3205
C 0.444 0.688 -0.124 2.6683
C 1.538 -1.564 -0.194 -0.5534
C 2.735 -1.218 -0.685 -0.7940
C 3.375 0.070 -0.637 -0.6123
C 2.957 1.177 -0.006 -1.2160
C 1.619 1.335 0.640 0.3747
H -0.861 3.469 2.680 0.3299
H 0.185 2.181 2.644 0.1173
H -2.937 3.181 2.164 0.3289
H -4.715 2.070 0.865 0.4180
H -4.084 0.272 -0.739 0.5053
H -1.760 -0.304 -1.037 0.2734
H 1.243 -2.605 -0.159 0.5704
H 3.335 -2.016 -1.097 0.5175
H 4.362 0.100 -1.072 0.5096
H 3.635 2.010 0.078 0.4502
```


Record 3
Computed, not measured: a 2-piece molecular cluster, H3O5 overall at a distorted geometry, with ωB97M-V/def2-TZVPD.

Results
Energy   -377.18720 Eh
Energy relative to the best compared isomer or geometry (same formula, charge and spin)   310.3 kJ/mol
E_LUMO (spin up / spin down)   -9.20 / -9.20 eV
E_HOMO (spin up / spin down)   -16.780 / -16.782 eV
Charge   +1
Kohn-Sham gap (spin up / spin down)   0.279 / 0.279 hartree

```
8
Properties=species:S:1:pos:R:3:mulliken_charge:R:1
O -1.826 0.326 -0.078 -0.5636
O 0.071 0.181 0.893 -0.1897
O 1.271 -1.301 0.048 -0.2319
O 1.689 0.797 -0.384 -0.2881
O 1.057 -0.014 0.237 1.0421
H -2.026 0.613 0.814 0.3852
H -2.151 0.879 -0.841 0.3828
H 1.915 -1.482 -0.689 0.4631
```